(1)
94
Properties=species:S:1:pos:R:3:forces:R:3:lowdin_charge:R:1 method="wB97M-V/def2-TZVPD" orbital_gap_ev="6.5971 / 6.5971" total_charge=+1 fmax_ev_per_a=0.5
W 0.13431 0.60710 -0.54268 0.5 -0.2 0.1 1.153
C 0.39113 -0.96430 3.82844 0.0 0.0 0.0 -0.019
C 0.84762 -1.27136 2.43378 0.1 0.1 0.0 -0.261
C 1.48467 -0.30412 1.65846 -0.1 0.0 -0.2 -0.107
C 1.99166 -0.62013 0.37596 -0.1 0.1 0.2 -0.246
C 1.79170 -1.89728 -0.15576 0.0 0.0 0.0 -0.097
C 1.17504 -2.86544 0.63626 -0.1 0.0 0.1 -0.066
C 0.72157 -2.56065 1.90877 0.0 -0.1 -0.1 -0.028
H 0.32360 0.10861 4.00441 0.0 0.0 0.0 0.072
H 1.09941 -1.37502 4.55069 0.0 0.0 0.0 0.102
H -0.57947 -1.41734 4.02631 0.0 0.0 0.0 0.072
H 1.67716 0.68056 2.07246 0.0 0.0 0.0 0.121
H 2.63322 0.09532 -0.14009 0.0 0.0 0.0 0.117
H 2.16818 -2.14378 -1.13992 0.0 0.0 0.0 0.121
H 1.06181 -3.87274 0.25741 0.0 0.0 0.0 0.117
H 0.24499 -3.32766 2.50790 0.0 0.0 0.0 0.130
C -6.89297 -1.01152 2.09706 0.0 0.0 0.0 -0.406
S -6.40825 -2.41979 1.07681 0.0 0.0 0.0 0.820
C -6.44419 -1.69020 -0.58597 0.0 0.0 0.0 -0.474
C -5.06601 -1.34437 -1.14302 0.0 0.0 0.0 -0.249
C -4.38889 -0.25849 -0.32585 0.0 0.0 0.0 -0.242
N -2.96864 -0.05730 -0.65722 0.1 0.0 0.0 -0.403
P -2.10560 1.34538 -0.25868 -0.2 0.1 0.0 0.838
C -2.64364 1.90205 1.38580 0.0 0.0 0.0 -0.330
C -3.91857 2.43218 1.59992 0.0 0.0 0.0 -0.093
C -4.32504 2.78478 2.87635 0.0 0.0 0.0 -0.057
C -3.45914 2.62871 3.95193 0.0 0.0 0.0 -0.059
C -2.18195 2.12946 3.74662 0.0 0.0 0.0 -0.068
C -1.77984 1.77048 2.46865 0.0 -0.1 0.0 -0.122
C -2.68809 2.64262 -1.36935 0.0 0.0 0.0 -0.326
C -2.80814 3.96656 -0.95279 0.0 0.0 0.0 -0.097
C -3.15327 4.95064 -1.86624 0.0 0.0 0.0 -0.065
C -3.38042 4.61991 -3.19409 0.0 0.0 0.0 -0.056
C -3.26179 3.30219 -3.61799 0.0 0.0 0.0 -0.057
C -2.91022 2.31864 -2.70844 0.0 0.0 0.0 -0.087
P -1.75159 -1.24494 -0.67872 -0.1 -0.1 0.0 0.923
C -1.82318 -2.13009 -2.25355 0.0 0.0 0.0 -0.361
C -1.00541 -3.24207 -2.45409 0.0 0.0 0.0 -0.113
C -0.93780 -3.84663 -3.69845 0.0 0.0 0.0 -0.062
C -1.67086 -3.33452 -4.76089 0.0 0.0 0.0 -0.056
C -2.46951 -2.21647 -4.57625 0.0 0.0 0.0 -0.063
C -2.54258 -1.61519 -3.32820 0.0 0.0 0.0 -0.105
C -2.27178 -2.42204 0.60583 0.0 0.0 0.0 -0.342
C -2.43720 -1.90984 1.89289 0.0 0.1 0.0 -0.123
C -2.86794 -2.72406 2.92594 0.0 0.0 0.0 -0.079
C -3.11739 -4.07000 2.68789 0.0 0.0 0.0 -0.067
C -2.95405 -4.58698 1.41243 0.0 0.0 0.0 -0.060
C -2.54367 -3.76570 0.37110 0.0 0.0 -0.1 -0.079
H -6.97067 -1.37789 3.11953 0.0 0.0 0.0 0.033
H -7.86781 -0.63284 1.79364 0.0 0.0 0.0 0.040
H -6.16035 -0.20442 2.07389 0.0 0.0 0.0 0.015
H -7.09765 -0.81562 -0.56229 0.0 0.0 0.0 0.084
H -6.92211 -2.42185 -1.23641 0.0 0.0 0.0 0.075
H -5.16830 -1.02344 -2.18329 0.0 0.0 0.0 0.115
H -4.45459 -2.24914 -1.14659 0.0 0.0 0.0 0.093
H -4.47752 -0.49923 0.73681 0.0 0.0 0.0 0.076
H -4.89694 0.69270 -0.49976 0.0 0.0 0.0 0.120
H -4.58971 2.59482 0.76651 0.0 0.0 0.0 0.108
H -5.31460 3.19392 3.03124 0.0 0.0 0.0 0.114
H -3.77719 2.91158 4.94663 0.0 0.0 0.0 0.112
H -1.49937 2.02708 4.58043 0.0 0.0 0.0 0.107
H -0.78032 1.38248 2.30423 0.0 0.0 0.0 0.059
H -2.62588 4.23851 0.07907 0.0 0.0 0.0 0.105
H -3.24189 5.97764 -1.53737 0.0 0.0 0.0 0.113
H -3.65346 5.39021 -3.90337 0.0 0.0 0.0 0.112
H -3.43961 3.03281 -4.65057 0.0 0.0 0.0 0.100
H -2.82203 1.29115 -3.04134 0.0 0.0 0.0 0.071
H -0.42058 -3.64562 -1.63766 0.0 0.0 0.0 0.087
H -0.30778 -4.71463 -3.84147 0.0 0.0 0.0 0.111
H -1.61148 -3.80133 -5.73493 0.0 0.0 0.0 0.113
H -3.02002 -1.79063 -5.40382 0.0 0.0 0.0 0.102
H -3.15494 -0.73186 -3.20169 0.0 -0.1 0.0 0.078
H -2.23362 -0.86122 2.08806 0.0 0.0 0.0 0.090
H -3.01460 -2.30999 3.91590 0.0 0.0 0.0 0.112
H -3.45277 -4.71070 3.49266 0.0 0.0 0.0 0.113
H -3.16424 -5.63039 1.21873 0.0 0.0 0.0 0.114
H -2.45131 -4.17789 -0.62587 0.0 0.0 0.0 0.100
N 0.51565 2.31342 -0.42177 0.2 -0.3 -0.2 -0.172
C 0.44564 3.69162 -0.56697 -0.1 0.1 0.2 -0.374
C 0.45813 4.23449 -1.85198 0.0 0.1 0.1 -0.027
C 0.34910 5.60579 -2.00663 0.0 0.0 0.0 -0.070
C 0.22992 6.42954 -0.89497 0.0 0.0 0.0 -0.076
C 0.22324 5.88430 0.38243 0.0 0.0 0.0 -0.074
C 0.33159 4.51382 0.55397 0.0 0.0 -0.1 -0.040
H 0.53956 3.57959 -2.71009 0.0 0.0 0.0 0.111
H 0.35383 6.03330 -3.00058 0.0 0.0 0.0 0.113
H 0.14723 7.50042 -1.02444 0.0 0.0 0.0 0.108
H 0.13567 6.52877 1.24710 0.0 0.0 0.0 0.109
H 0.32218 4.07225 1.54233 0.0 0.0 0.0 0.107
N 0.14000 0.27249 -2.55119 -0.3 0.3 0.1 -0.037
C -0.05631 0.65679 -3.65251 0.0 -0.3 -0.2 -0.317
N -0.15551 1.02753 -4.84883 0.1 0.1 0.2 0.124
C -1.31922 0.91708 -5.48477 -0.1 -0.1 -0.1 -0.365
N -2.30686 0.84162 -6.07821 0.0 0.0 0.0 0.145

=====

(2)
134
Properties=species:S:1:pos:R:3:forces:R:3:lowdin_charge:R:1 method="wB97M-V/def2-TZVPD" orbital_gap_ev=7.1955 smiles="[H]/N=C/CN1C(=O)c2c(C)c(C(F)(F)C(F)(F)C(F)(F)C(F)(F)F)c([C@H](C)CC)c(B(N)O)c2C1=O.O=C1OC[C@@H](F)O1.O=C1OC[C@@H](F)O1.O=C1OC[C@@H](F)O1.O=C1OC[C@@H](F)O1.O=C1OC[C@@H](F)O1.O=C1OC[C@@H](F)O1.O=C1OC[C@@H](F)O1.O=C1OC[C@@H](F)O1" fmax_ev_per_a=8.6
H -6.45551 -5.75753 5.86727 0.4 0.2 -0.9 0.023
N -6.23241 -5.63037 4.85418 4.7 3.2 0.0 0.029
C -5.08891 -4.86971 4.76713 -3.4 -1.8 0.2 -0.138
C -4.45942 -4.42121 3.28460 -1.1 -1.6 2.0 -0.151
N -3.77499 -3.08295 3.48266 0.5 -0.2 -1.9 -0.022
C -2.23839 -3.22692 3.47452 1.4 -1.8 1.3 -0.197
O -1.58571 -4.21545 4.09165 -4.2 6.3 -4.0 -0.013
C -1.74212 -1.92777 2.61217 -0.8 3.0 -1.9 0.027
C -0.26361 -1.39929 2.13286 -1.4 0.1 0.1 -0.008
C 0.98605 -2.37419 2.66874 -0.5 1.2 0.9 -0.071
C -0.00019 -0.02392 1.21656 -4.5 -1.5 1.6 0.055
C 1.46915 0.47147 0.71041 -0.2 -1.3 -1.4 -0.164
F 2.59061 -0.47853 0.85393 -3.5 2.6 -0.3 0.010
F 1.35122 0.64475 -0.78917 0.6 0.1 4.2 -0.023
C 2.00547 1.87149 1.45343 0.5 -1.1 2.1 -0.092
F 2.95917 1.37447 2.51714 -2.8 1.9 -3.1 0.011
F 0.94305 2.58965 2.19216 3.5 -2.0 -2.8 0.040
C 2.92389 2.81514 0.46658 1.1 1.6 -1.9 -0.081
F 2.16004 3.64693 -0.48983 1.9 -2.9 3.1 0.033
F 3.90857 2.02385 -0.36294 -3.6 2.2 2.8 0.019
C 3.88390 3.88316 1.32453 1.8 0.0 -0.6 -0.127
F 5.16028 3.12712 1.58450 -4.4 3.1 -0.3 0.026
F 3.25201 4.36585 2.57316 2.6 -1.5 -4.6 0.060
F 4.23115 4.97508 0.36134 -1.2 -3.4 3.9 0.037
C -1.38769 0.84425 0.84111 0.3 -2.6 1.5 0.029
C -1.28904 2.28129 -0.01277 0.7 0.6 0.0 -0.286
C -1.84663 3.57818 0.88894 -0.8 -0.7 -0.4 -0.079
C -1.97630 2.19352 -1.50672 -0.6 -0.7 -1.3 -0.202
C -1.91404 0.67214 -2.17360 -0.1 -0.6 0.9 -0.128
C -2.87996 0.26117 1.32599 1.9 -2.0 1.5 0.075
B -4.32800 1.02130 0.94907 -1.1 0.5 0.1 -0.473
N -5.02896 0.56281 -0.31660 -0.5 0.6 1.6 0.117
O -4.94093 2.06332 1.81520 2.2 -3.3 0.1 0.025
C -3.09204 -1.12077 2.19733 4.5 1.5 -1.0 0.041
C -4.42409 -1.87739 2.77034 -2.0 -0.2 -0.4 -0.185
O -5.72845 -1.61400 2.66009 8.4 -1.7 0.6 0.001
H -4.57649 -4.49843 5.77931 -0.8 -0.6 -2.5 0.115
H -5.27684 -4.36841 2.44410 1.5 0.0 2.1 0.130
H -3.70598 -5.28601 2.99747 -1.3 2.2 0.6 0.137
H 1.32634 -3.15976 1.86887 -0.6 1.8 1.5 0.077
H 1.85875 -1.64185 3.01258 -1.7 -1.7 -1.1 0.088
H 0.63845 -2.91660 3.67372 0.5 1.1 -2.5 0.090
H -0.15389 2.59402 -0.21548 -2.4 -1.4 0.5 0.110
H -1.14748 4.52796 0.76695 -1.5 -2.2 0.3 0.093
H -2.93695 3.83851 0.50954 2.3 -0.4 0.8 0.087
H -1.94821 3.22392 2.00182 0.4 0.9 -2.1 0.075
H -1.45890 2.91719 -2.30020 -0.9 -1.3 2.1 0.123
H -3.13228 2.48547 -1.50972 2.5 -0.5 0.3 0.112
H -2.70693 0.00585 -1.58640 1.6 1.4 -1.4 0.066
H -2.18388 0.66319 -3.32428 0.6 0.2 2.5 0.087
H -0.86060 0.14336 -2.00331 -2.2 1.4 -0.5 0.075
H -5.64633 -0.28143 -0.12610 1.3 1.3 -0.3 0.097
H -5.63049 1.30803 -0.73074 0.4 -0.9 0.6 0.078
H -4.66755 1.78985 2.75866 -0.4 1.0 -2.0 0.117
O 2.73076 -4.05558 0.25001 2.3 0.6 -1.7 0.134
C 3.67112 -3.77474 -0.47436 -2.3 -0.8 2.1 -0.491
O 4.87056 -3.29572 -0.02340 -1.0 -0.3 -0.2 0.076
C 5.72158 -3.22581 -1.14982 1.2 0.3 0.3 -0.076
C 4.75456 -3.13707 -2.28061 0.0 -0.2 -0.9 -0.331
F 5.25324 -3.72874 -3.38918 0.0 0.1 -0.3 0.082
O 3.65241 -3.89249 -1.83173 0.1 0.5 0.8 0.148
H 6.34182 -4.12740 -1.19256 -0.2 0.0 -0.2 0.150
H 6.37629 -2.35202 -1.09290 -0.2 -0.1 0.2 0.145
H 4.43094 -2.11745 -2.51548 0.0 -0.1 -0.2 0.176
O -6.20678 0.32613 -3.27300 -1.7 -2.6 0.2 0.141
C -6.84629 -0.70747 -3.17030 1.6 3.2 -0.5 -0.503
O -8.21258 -0.77025 -3.19832 1.0 0.2 0.1 0.078
C -8.54963 -2.14288 -3.18334 -1.3 -0.2 -0.1 -0.074
C -7.34257 -2.76551 -2.56932 0.3 -0.5 0.0 -0.331
F -7.13982 -4.00940 -3.05852 0.2 -0.4 0.1 0.074
O -6.28734 -1.93923 -3.00592 -0.5 0.5 0.3 0.130
H -8.72721 -2.48417 -4.20871 0.2 -0.1 0.1 0.151
H -9.45356 -2.31820 -2.59378 0.1 0.2 -0.1 0.148
H -7.35959 -2.79342 -1.47458 0.1 -0.2 -0.1 0.181
O -6.08075 -3.75673 8.04819 2.3 1.3 1.2 0.138
C -5.14352 -3.16882 8.56184 -2.8 -1.4 -1.0 -0.498
O -5.27864 -2.16723 9.48381 0.0 -0.8 -0.9 0.082
C -3.97298 -1.84886 9.92180 0.0 1.0 0.9 -0.076
C -3.12837 -2.31296 8.78472 0.7 -0.3 0.0 -0.329
F -1.92179 -2.73777 9.22217 0.3 0.0 -0.1 0.081
O -3.83473 -3.42419 8.28163 -0.7 0.5 0.0 0.131
H -3.76169 -2.38520 10.85297 0.2 -0.1 -0.2 0.150
H -3.87149 -0.77566 10.10436 -0.2 -0.1 -0.1 0.137
H -2.99691 -1.57005 7.99078 0.1 -0.1 0.0 0.172
O 1.88046 0.19553 -5.54958 2.3 1.4 1.3 0.148
C 2.81769 0.78344 -5.03592 -2.9 -1.5 -1.1 -0.501
O 2.68257 1.78503 -4.11395 0.0 -0.8 -0.8 0.077
C 3.98823 2.10341 -3.67597 0.0 0.9 0.9 -0.079
C 4.83284 1.63931 -4.81305 0.6 -0.1 -0.1 -0.337
F 6.03942 1.21449 -4.37560 0.5 -0.2 -0.1 0.072
O 4.12648 0.52807 -5.31613 -0.6 0.5 0.1 0.140
H 4.19952 1.56706 -2.74479 0.2 0.0 -0.2 0.131
H 4.08972 3.17661 -3.49341 -0.2 -0.2 -0.1 0.148
H 4.96430 2.38221 -5.60698 0.2 -0.1 0.1 0.171
O 6.93273 4.05302 -4.24616 2.6 -0.5 -0.1 0.133
C 8.12520 3.79751 -4.22183 -2.7 0.7 -0.1 -0.493
O 8.86377 3.47669 -5.32775 -0.9 0.2 0.8 0.060
C 10.20724 3.38536 -4.89800 1.0 -0.2 -1.0 -0.067
C 10.06234 3.10349 -3.44155 0.6 0.1 0.7 -0.327
F 11.08958 3.63643 -2.74267 0.1 -0.1 0.2 0.086
O 8.88236 3.78922 -3.08899 -0.6 -0.3 -0.9 0.153
H 10.71726 4.33381 -5.09726 0.0 -0.1 0.3 0.153
H 10.73424 2.58601 -5.42592 -0.3 0.1 0.0 0.149
H 9.95728 2.04080 -3.19832 0.1 0.1 0.1 0.180
O 4.65696 5.87286 -9.99154 2.4 -0.9 1.8 0.149
C 5.59041 5.54362 -9.27870 -2.8 0.6 -2.1 -0.500
O 5.58292 4.44499 -8.46357 -0.2 0.9 -0.6 0.075
C 6.88268 4.34422 -7.91729 0.1 -1.1 0.8 -0.081
C 7.38774 5.74248 -8.02448 0.6 0.3 -0.1 -0.329
F 8.72566 5.75847 -8.21783 0.3 0.2 0.1 0.077
O 6.76462 6.22938 -9.19132 -0.7 -0.4 0.4 0.144
H 7.47097 3.63478 -8.50889 0.1 0.3 0.0 0.154
H 6.84687 3.99311 -6.88248 -0.2 0.1 -0.2 0.113
H 7.12614 6.38065 -7.17370 0.2 0.0 -0.1 0.180
O -4.28921 1.37241 8.34963 2.3 0.5 -1.7 0.145
C -3.34885 1.65326 7.62526 -2.2 -0.7 2.1 -0.503
O -2.14941 2.13227 8.07622 -1.1 -0.3 -0.2 0.076
C -1.29839 2.20218 6.94980 1.2 0.4 0.3 -0.073
C -2.26541 2.29092 5.81901 0.1 -0.2 -0.9 -0.332
F -1.76673 1.69925 4.71045 0.0 0.1 -0.3 0.074
O -3.36756 1.53551 6.26789 0.1 0.4 0.8 0.140
H -0.67815 1.30059 6.90706 -0.2 0.0 -0.2 0.151
H -0.64368 3.07598 7.00672 -0.2 -0.1 0.2 0.148
H -2.58903 3.31054 5.58414 0.0 -0.1 -0.2 0.180
O -3.75896 -4.26900 0.68283 0.3 -0.6 -2.9 0.127
C -3.67511 -4.56104 -0.49851 0.1 1.0 2.5 -0.465
O -3.51010 -3.64874 -1.50446 -0.3 -0.6 1.1 0.077
C -3.32741 -4.39279 -2.69230 0.3 0.7 -1.1 -0.070
C -3.97373 -5.69443 -2.36110 0.1 -0.8 -0.4 -0.329
F -3.35962 -6.71452 -3.00137 -0.1 -0.2 -0.1 0.084
O -3.74213 -5.83480 -0.97779 -0.3 1.0 0.3 0.154
H -2.25618 -4.49177 -2.89739 -0.1 -0.2 0.0 0.153
H -3.80300 -3.89674 -3.54268 0.0 0.1 0.3 0.145
H -5.05052 -5.72410 -2.55900 0.1 -0.2 0.0 0.168